Here is a structure of composition C33H38BrClGdN5O3 in a non-equilibrium geometry from OMol25. Energies are from ωB97M-V/def2-TZVPD.

Each line ends with the Mulliken charge.
Atoms and positions in Å:
Gd 1.494 0.140 -1.001  0.45
N 2.966 -0.925 0.920  -0.14
N 4.031 -1.659 0.329  -0.48
C 3.792 -2.173 -0.993  0.38
O 4.455 -3.139 -1.373  -0.71
O 2.860 -1.487 -1.649  -0.22
H 3.382 -0.211 1.533  0.31
H 2.429 -1.533 1.536  0.22
H 4.407 -2.405 0.932  0.27
C -3.043 3.957 -2.160  -0.60
C -2.860 2.736 -1.512  -0.88
C -1.568 2.232 -1.295  -0.03
C -0.444 2.897 -1.817  -0.04
C -0.624 4.165 -2.395  -0.43
C -1.906 4.656 -2.591  -0.48
N 0.842 2.375 -1.720  1.04
N 1.798 3.220 -2.051  -0.59
C 3.057 2.883 -1.800  0.13
C 4.112 3.823 -2.171  -0.87
C 5.415 3.501 -1.930  -0.10
C 5.725 2.242 -1.290  -1.06
C 4.674 1.402 -0.987  -0.12
N 3.353 1.708 -1.220  0.30
H -4.057 4.374 -2.295  0.36
H -3.707 2.142 -1.166  0.42
H -1.426 1.276 -0.770  0.41
H 0.285 4.708 -2.673  0.38
H -2.067 5.607 -3.120  0.34
H 3.828 4.789 -2.605  0.45
H 6.235 4.183 -2.219  0.36
H 6.746 1.925 -1.091  0.42
H 4.827 0.412 -0.560  0.36
C -3.594 1.276 5.022  -1.57
C -2.830 -0.062 5.148  1.85
C -3.784 -1.194 5.451  -2.01
C -1.800 0.127 6.268  -1.59
C -2.080 -0.335 3.842  -0.37
C -1.119 0.588 3.355  0.29
C -0.419 0.359 2.201  -0.17
Br 0.988 1.648 1.681  -0.18
C -0.685 -0.819 1.369  0.42
O -0.137 -0.900 0.190  0.23
C -1.623 -1.783 1.874  -0.95
C -2.260 -1.483 3.071  0.13
C -1.902 -3.087 1.128  2.33
C -3.398 -3.118 0.797  -1.71
C -1.154 -3.357 -0.189  -2.10
C -1.555 -4.224 2.102  -1.69
H -4.209 1.425 5.919  0.45
H -4.270 1.256 4.147  0.34
H -2.892 2.127 4.935  0.32
H -4.275 -1.015 6.427  0.43
H -3.249 -2.152 5.539  0.37
H -4.568 -1.262 4.686  0.37
H -2.340 0.276 7.217  0.44
H -1.137 1.004 6.107  0.31
H -1.187 -0.787 6.394  0.34
H -0.916 1.517 3.908  0.30
H -2.973 -2.235 3.415  0.11
H -3.711 -2.194 0.262  0.29
H -4.005 -3.214 1.719  0.34
H -3.621 -3.983 0.137  0.48
H -1.355 -2.602 -0.949  0.15
H -1.494 -4.338 -0.551  0.63
H -0.069 -3.440 -0.021  0.31
H -2.252 -4.266 2.966  0.34
H -0.513 -4.122 2.499  0.31
H -1.631 -5.198 1.597  0.45
Cl -0.004 1.979 -4.911  -0.14
C 0.913 0.542 -5.077  0.47
C 1.813 0.446 -6.137  -0.53
C 2.581 -0.712 -6.362  -0.39
C 2.506 -1.758 -5.455  -0.76
C 1.689 -1.674 -4.342  -0.45
C 0.790 -0.564 -4.168  0.79
C -0.064 -0.545 -3.045  -1.45
H 1.935 1.298 -6.821  0.40
H 3.243 -0.790 -7.242  0.37
H 3.138 -2.637 -5.579  0.38
H 1.713 -2.458 -3.571  0.31
H -0.321 -1.538 -2.648  0.40
H -0.924 0.156 -3.099  0.73

The lowest unoccupied orbital energy (alpha / beta) comes out at 0.24 / -2.17 eV. The largest force on an atom is 0.04682 hartree/bohr. The expectation value of S² is 16.809. As for the net charge: 0. For the HOMO energy (alpha / beta), the calculation gives -6.73 / -7.66 eV. The spin multiplicity is 8.